11
Properties=species:S:1:pos:R:3 method="wB97M-V/def2-TZVPD" homo_lumo_gap_ev=10.6 total_charge=0 molar_mass_da=83.09 smiles="O=C1C=CCN1" relative_energy_kcal_mol=0.00 e_homo_ev=-9.700
O 2.319 -1.024 0.106
C 1.226 -0.499 0.039
C 0.873 0.950 0.169
C -0.441 1.102 0.010
C -1.106 -0.245 -0.104
N 0.027 -1.132 -0.194
H 1.615 1.710 0.376
H -1.006 2.027 0.016
H -1.676 -0.406 0.824
H -1.800 -0.351 -0.945
H -0.030 -2.132 -0.297